No. 1
# C30H21Cl2F9IrN4O3P

A structure of composition C30H21Cl2F9IrN4O3P (ωB97M-V with the def2-TZVPD basis set, the Open Molecules 2025 dataset).

Last column: Mulliken charge in e.
CARTESIAN COORDINATES (ANGSTROEM)
Ir: -0.12786 -0.20000 0.27810  2.56
Cl: 5.20095 1.55562 4.50696  -0.19
C: 3.85211 0.73258 3.82547  0.11
C: 3.41817 1.09426 2.57559  -1.22
C: 2.31073 0.45787 1.99253  0.26
N: 1.76499 0.75329 0.77865  -0.10
C: 2.29774 1.72963 -0.02606  -0.06
O: 3.46899 2.05465 -0.09171  -0.71
C: 1.27142 2.50055 -0.82043  0.55
C: 1.65613 3.70467 -1.39451  -0.78
C: 0.67584 4.52093 -1.93371  -0.40
C: -0.64673 4.12056 -1.85703  -1.30
C: -0.93761 2.88938 -1.28903  -0.32
N: 0.00644 2.08332 -0.81429  0.33
C: 1.63843 -0.58382 2.74589  0.78
C: 2.13341 -0.94929 4.01964  -0.87
C: 3.21262 -0.30475 4.54918  -0.13
Cl: 3.77924 -0.74823 6.11333  -0.20
N: 0.60652 -1.17554 2.13323  0.58
C: 0.16116 -2.42534 2.53605  -0.43
O: -0.15545 -2.75023 3.65659  -0.64
C: 0.18174 -3.43797 1.41448  0.20
C: -0.20849 -4.74402 1.68570  -0.54
C: -0.04193 -5.70150 0.69899  -0.47
C: 0.52332 -5.32073 -0.50867  -0.46
C: 0.86288 -3.98786 -0.69173  -0.56
N: 0.68486 -3.05435 0.23624  -0.01
H: 3.94036 1.86437 2.03312  0.67
H: 2.69967 3.98322 -1.37435  0.52
H: 0.93760 5.47178 -2.38054  0.43
H: -1.45043 4.74539 -2.22304  0.51
H: -1.95976 2.54428 -1.19426  0.67
H: 1.62165 -1.70984 4.58772  0.66
H: -0.60872 -4.97691 2.66315  0.51
H: -0.33188 -6.72981 0.87436  0.46
H: 0.69718 -6.03619 -1.30142  0.43
H: 1.29167 -3.65538 -1.63196  0.45
F: -2.96402 0.70384 4.63907  -0.30
C: -2.17304 0.33612 3.61771  0.16
F: -0.94274 0.17692 4.12008  -0.23
F: -2.58802 -0.86478 3.19294  -0.25
C: -2.19057 1.36311 2.43026  1.06
O: -1.88245 0.76035 1.26685  -0.95
C: -1.23127 2.54131 2.76984  -0.22
F: -1.43767 3.57598 1.93476  -0.28
F: -1.38723 2.99738 4.02477  -0.30
F: 0.05198 2.18298 2.63103  -0.04
C: -3.64200 1.94057 2.29093  0.26
F: -3.77704 2.61241 1.13868  -0.21
F: -4.52971 0.92665 2.24958  -0.28
F: -4.00555 2.77141 3.27449  -0.27
C: -3.13743 -1.96126 0.09330  -1.26
P: -1.90288 -1.10249 -0.92944  1.50
C: -1.53484 -2.33557 -2.22206  -1.78
C: -2.86453 0.11645 -1.86090  0.91
C: -2.45083 0.49919 -3.13709  -0.71
C: -3.13000 1.48773 -3.82914  -0.67
C: -4.22851 2.10954 -3.25088  -0.59
C: -4.65017 1.72867 -1.98515  -0.51
C: -3.97536 0.73216 -1.29216  -0.46
H: -3.44259 -1.28446 0.89118  0.22
H: -2.64128 -2.81660 0.55743  0.30
H: -4.00203 -2.30187 -0.47677  0.52
H: -2.39930 -2.47430 -2.87300  0.49
H: -1.29571 -3.28509 -1.74671  0.47
H: -0.67767 -2.02236 -2.81918  0.40
H: -1.58054 0.04006 -3.59323  0.29
H: -2.79638 1.77898 -4.81802  0.42
H: -4.75848 2.88678 -3.78799  0.41
H: -5.50454 2.21169 -1.52681  0.46
H: -4.30236 0.45769 -0.29770  0.17

Output
LUMO energy (alpha / beta)	-0.3 / -2.2	eV
multiplicity	5
HOMO (alpha / beta)	-7.28 / -8.64	eV
energy relative to the best compared isomer or geometry (same formula, charge and spin)	15.8	kcal/mol

***

No. 2
# C30H21F11KN2PS2

A structure of composition C30H21F11KN2PS2 in a non-equilibrium geometry (ωB97M-V with the def2-TZVPD basis set, the Open Molecules 2025 dataset).

Last column: Mulliken charge in e.
CARTESIAN COORDINATES (ANGSTROEM)
K: -1.27029 -2.73051 -0.74373  0.86
C: 2.60403 -3.13672 -2.71309  -1.22
C: 2.64585 -3.01413 -1.21605  0.78
N: 1.60347 -3.04985 -0.43401  -0.06
C: 1.97468 -3.02605 0.90815  -0.02
C: 3.30996 -2.92750 1.12378  -0.46
S: 4.13990 -2.89959 -0.36576  -0.18
C: 0.92863 -3.12808 1.95451  -0.33
C: 1.13647 -3.33751 3.27825  -0.32
S: -0.36042 -3.35617 4.09841  -0.20
C: -1.19764 -3.07397 2.62107  0.44
N: -0.40008 -2.99037 1.59095  0.02
C: -2.68974 -2.91703 2.57974  -1.02
H: 1.60502 -2.89671 -3.07740  0.22
H: 2.84144 -4.16153 -3.01020  0.39
H: 3.32671 -2.47433 -3.19106  0.30
H: 3.83767 -2.87904 2.06956  0.42
H: 2.07411 -3.50020 3.79777  0.42
H: -3.11482 -2.92589 3.58482  0.41
H: -3.15280 -3.69812 1.97820  0.38
H: -2.95037 -1.97635 2.08813  0.12
F: -3.12349 6.46231 -1.82465  -0.26
C: -2.58199 5.73378 -2.82107  0.79
F: -1.54268 6.44187 -3.30767  -0.25
F: -3.49940 5.61971 -3.79691  -0.29
C: -2.13186 4.39395 -2.32467  0.31
C: -2.63768 3.23439 -2.86829  -0.73
C: -2.19128 2.00359 -2.38642  -0.30
C: -1.24628 1.93988 -1.37164  -0.08
C: -0.74835 3.12652 -0.82842  0.00
C: -1.18640 4.34839 -1.30229  -1.17
P: -0.69371 0.26793 -0.80642  -0.22
C: -0.89957 0.46740 1.01708  1.03
C: -2.15201 0.92196 1.45745  -1.01
C: -2.44818 0.98536 2.80729  -1.21
C: -1.49554 0.59622 3.74317  0.21
C: -0.26400 0.13387 3.33217  -0.87
C: 0.02359 0.05271 1.97283  -0.04
C: -1.83582 0.67215 5.20013  0.73
F: -2.07679 1.94074 5.58311  -0.26
F: -2.94578 -0.04019 5.47998  -0.26
F: -0.84115 0.19420 5.96974  -0.29
C: 1.11240 0.47099 -1.18323  1.41
C: 2.14129 0.93769 -0.36214  0.01
C: 3.43697 1.05140 -0.84444  -1.21
C: 3.72056 0.72918 -2.16204  0.41
C: 2.71189 0.30311 -3.00658  -0.98
C: 1.42223 0.15912 -2.50923  -1.14
C: 5.13409 0.85244 -2.64689  0.76
F: 5.57015 2.12452 -2.58518  -0.26
F: 5.97120 0.11298 -1.88557  -0.25
F: 5.26375 0.43396 -3.91848  -0.29
H: -3.37687 3.28137 -3.66010  0.48
H: -2.59337 1.08400 -2.80047  0.41
H: -0.01503 3.09363 -0.03008  0.41
H: -0.79861 5.27095 -0.88433  0.39
H: -2.90809 1.20785 0.73242  0.42
H: -3.42396 1.32553 3.13777  0.40
H: 0.46700 -0.18402 4.06416  0.54
H: 0.96972 -0.37627 1.67226  0.64
H: 1.94304 1.24076 0.65477  0.53
H: 4.23099 1.40355 -0.19424  0.44
H: 2.93117 0.07181 -4.04215  0.54
H: 0.63317 -0.19188 -3.17044  0.42
F: -3.15403 -1.42856 -0.49697  -0.08
C: -3.85741 -2.74842 -0.68650  -0.47
F: -3.12193 -3.21902 -1.89362  -0.37
H: -4.78373 -2.40377 -1.14521  0.08

Output
LUMO energy	-0.1	eV
HOMO	-6.85	eV
energy relative to the best compared isomer or geometry (same formula, charge and spin)	7.5	kcal/mol